Here is a cluster of 17 separate species, C82H215N17O24 in total at a distorted geometry from the Open Molecules 2025 dataset. Energies are from wB97M-V/def2-TZVPD.

frontier orbital gap	9.05	eV
HOMO level	-8.55	eV
energy above the lowest of the compared OMol25 structures with the same formula, charge and spin	57.6	kcal/mol
net charge	0
largest force on an atom	3.091	eV/A

Geometry as XYZ:
```
338
Properties=species:S:1:pos:R:3:forces:R:3
C 6.839203 -32.742673 9.033564 1.16 0.36 1.09
C 7.105089 -31.577043 10.052456 0.06 -0.63 -1.87
C 5.820695 -30.927956 10.351423 -0.92 0.14 0.71
O 5.378864 -30.333185 9.161774 -1.47 0.20 0.43
C 4.193268 -29.627062 9.508309 1.17 1.67 0.10
N 7.765808 -32.031158 11.217567 1.30 -0.56 1.44
H 6.744685 -32.364676 8.030785 0.02 0.20 -0.42
H 5.894774 -33.226887 9.273180 0.13 -0.40 0.15
H 7.723118 -33.419257 9.095010 -0.87 0.22 -0.21
H 7.710864 -30.814328 9.510840 -0.02 -0.47 0.54
H 5.848446 -30.179315 11.164144 0.57 0.18 -0.22
H 5.097020 -31.658884 10.776863 0.05 -0.03 -0.51
H 4.459500 -28.918020 10.325026 -0.34 -0.25 -0.46
H 3.379179 -30.220962 9.854356 -0.56 -0.98 0.14
H 3.877702 -29.026408 8.668917 -0.11 0.06 -0.39
H 7.864238 -31.262678 11.868047 0.13 0.15 0.09
H 7.336926 -32.811104 11.745595 -0.20 0.41 -0.79
C 7.937698 -27.101159 14.817077 -0.15 0.05 -1.07
C 7.414061 -26.394205 16.046664 0.74 -1.49 -0.93
C 6.274533 -25.478031 15.687932 -0.05 -0.28 0.19
O 6.614172 -24.509137 14.748490 -0.60 0.35 -1.15
C 7.633132 -23.653204 15.107236 2.19 -0.39 0.37
N 6.911896 -27.449331 16.896346 -0.67 0.24 0.96
H 8.132209 -26.354735 14.033854 0.00 -0.30 -0.03
H 7.181931 -27.834211 14.447801 0.47 0.48 0.19
H 8.875797 -27.625419 15.010478 -0.09 -0.06 0.10
H 8.268576 -25.820211 16.423887 -0.19 0.09 0.50
H 5.936870 -25.023992 16.615629 -0.42 0.35 0.28
H 5.460533 -26.044744 15.230497 0.04 -0.09 0.25
H 8.651701 -24.129710 15.009200 -0.71 0.05 0.25
H 7.538155 -23.341767 16.147073 -0.05 0.35 0.13
H 7.738309 -22.810428 14.438794 -0.73 0.35 -0.18
H 6.598661 -27.066484 17.775808 -0.06 -0.15 0.31
H 7.499648 -28.259899 17.084350 0.15 0.44 -0.21
C 11.009418 -32.186069 4.240706 1.52 -0.03 -0.57
C 10.058739 -31.113746 4.673903 -0.17 -0.64 0.21
C 10.649919 -30.329675 5.826454 -1.50 -0.57 1.60
O 11.037729 -31.167949 6.955113 0.47 0.66 -1.10
C 10.061948 -31.462613 7.932593 -0.22 0.67 -0.34
N 9.705562 -30.251143 3.551680 1.10 0.71 -0.12
H 11.540507 -31.741201 3.399956 0.64 -0.17 -0.04
H 10.589126 -33.088385 3.829348 -0.62 -0.25 0.01
H 11.725269 -32.485808 5.024739 -0.33 0.24 -0.27
H 9.178970 -31.646432 4.978424 -0.91 0.14 0.47
H 9.901767 -29.561906 6.150726 0.69 -0.38 -0.08
H 11.524242 -29.844119 5.458296 0.92 0.46 -0.01
H 10.307070 -32.412228 8.368358 0.04 -0.75 -0.02
H 9.061291 -31.514421 7.459880 0.26 0.19 0.60
H 10.152656 -30.756571 8.779680 -0.57 0.10 -0.41
H 9.131080 -29.498067 3.907643 -0.45 0.20 -0.03
H 10.577957 -29.755312 3.252877 -0.83 -0.64 0.12
C 6.912211 -29.677461 5.975219 0.75 0.42 -0.10
C 6.052573 -28.489821 5.482867 0.58 0.93 1.85
C 6.543147 -27.976493 4.126123 -0.96 0.12 -0.28
O 7.907517 -27.680875 4.173517 0.69 -0.41 0.04
C 8.373331 -26.944543 3.050646 -0.24 -0.53 0.20
N 4.634651 -28.815094 5.578933 -0.97 -0.68 0.58
H 6.781580 -29.999021 7.034091 -0.55 0.42 -0.69
H 7.950990 -29.304638 5.942313 -0.32 -0.42 -0.18
H 6.816833 -30.552591 5.316008 0.02 0.20 0.12
H 6.262141 -27.661386 6.177671 0.17 -0.14 0.01
H 6.102418 -27.048597 3.741364 -0.87 -0.04 0.60
H 6.261198 -28.728335 3.408241 0.31 -0.65 -0.75
H 8.385549 -27.561960 2.120921 0.27 0.31 0.63
H 9.351398 -26.594035 3.380160 0.10 0.00 -0.62
H 7.719015 -26.089916 2.868033 -0.01 0.18 0.00
H 4.551335 -29.560232 6.286966 0.08 0.22 -0.72
H 4.023105 -28.093759 5.993759 0.85 -0.01 -0.69
C 17.366334 -33.619963 14.158376 1.20 0.30 -1.10
C 16.359415 -34.497809 13.465175 -0.32 1.10 -0.42
C 14.985379 -33.853622 13.783221 0.82 -1.32 -0.41
O 14.622222 -34.162046 15.103512 0.35 1.06 0.88
C 13.862695 -33.155438 15.795179 -0.63 -0.41 -0.33
N 16.691148 -34.626648 12.048774 0.58 1.30 -0.45
H 17.081915 -33.527539 15.192734 0.44 0.01 0.55
H 17.388748 -32.595762 13.701356 -0.35 -0.70 0.30
H 18.383265 -34.005121 13.940868 -0.41 0.06 0.78
H 16.361468 -35.521352 13.837504 0.06 -0.03 0.34
H 14.235242 -34.268661 13.149673 -0.60 -0.12 -0.89
H 15.141052 -32.814328 13.567050 -0.39 0.71 0.30
H 13.839601 -33.484198 16.846592 0.31 0.58 -0.28
H 12.827187 -33.193856 15.435051 0.08 0.07 0.05
H 14.179971 -32.095628 15.623724 0.41 -0.91 0.34
H 16.793953 -33.778939 11.430881 -0.10 -0.70 1.60
H 15.959977 -35.121840 11.615283 -0.90 -1.06 -0.96
C 7.225187 -25.072145 6.794379 -0.35 2.40 0.20
C 8.647662 -24.926457 7.173479 2.74 -0.21 -1.06
C 9.480271 -26.064607 6.554701 0.29 -1.04 1.67
O 10.835440 -25.981827 7.007176 0.47 0.54 0.06
C 11.672279 -27.042731 6.585618 -1.14 -0.58 -0.67
N 9.268126 -23.685161 6.565126 0.44 -2.13 0.38
H 6.753437 -24.157442 7.197638 -0.12 0.00 -0.56
H 6.665333 -25.803928 7.318749 -0.12 -1.33 0.09
H 7.173208 -25.061090 5.711363 -0.53 -0.32 -0.15
H 8.783065 -24.959160 8.257249 -0.11 0.00 0.06
H 9.450041 -26.108259 5.487175 -0.10 0.45 -0.85
H 9.104616 -27.045134 6.888418 -0.28 0.03 0.08
H 11.374321 -27.984064 7.079298 0.15 0.21 0.00
H 12.719018 -26.851457 6.797395 -0.04 0.38 0.18
H 11.560727 -27.235652 5.493016 0.11 0.24 0.43
H 8.718981 -22.884686 6.770630 0.00 0.93 0.46
H 10.264205 -23.663794 6.870134 -1.31 0.50 -0.25
C 10.888628 -23.787321 10.078019 0.68 1.11 1.86
C 11.639246 -23.881162 11.454948 -1.41 -0.97 -1.20
C 11.099730 -22.869958 12.475813 0.78 0.36 -0.32
O 11.970044 -22.719199 13.588530 -0.39 0.14 0.22
C 13.129633 -21.977787 13.322487 -0.50 0.80 -0.55
N 11.489456 -25.243786 11.976271 0.78 0.11 1.48
H 9.857584 -24.073181 10.085663 -0.82 -0.06 0.51
H 11.351154 -24.480663 9.417282 0.63 -0.17 -0.96
H 10.976889 -22.718629 9.826357 -0.03 -0.49 -0.75
H 12.686760 -23.760265 11.141739 -0.06 0.78 0.55
H 10.148468 -23.167046 12.948281 0.17 -0.13 -0.70
H 10.995021 -21.896771 11.952835 -0.12 -0.27 0.36
H 12.994351 -20.880498 13.143203 -0.49 -0.63 0.26
H 13.585794 -22.347113 12.420227 0.71 -0.27 -0.26
H 13.737205 -22.089152 14.188160 0.81 -0.12 0.49
H 12.086003 -25.846789 11.419426 0.00 -0.26 -0.24
H 12.001679 -25.246727 12.889064 -0.73 -0.09 -0.71
C 13.096520 -29.049763 17.595066 -1.85 0.66 -0.67
C 13.868070 -27.819104 17.224393 0.58 1.84 0.24
C 13.033064 -26.567407 16.996307 -0.24 0.72 -1.78
O 12.241505 -26.750598 15.764806 0.82 0.45 1.65
C 11.270911 -25.739032 15.662324 -0.11 1.13 -0.67
N 14.726055 -27.446692 18.370384 0.74 -0.63 -0.06
H 12.533405 -29.008488 18.538573 0.34 0.42 -0.15
H 13.791256 -29.824741 17.663987 0.99 -1.64 0.13
H 12.357898 -29.286372 16.804577 0.46 0.01 0.23
H 14.426063 -27.979365 16.276365 -0.13 -0.18 0.45
H 13.665325 -25.605620 16.884588 -0.66 -1.48 0.08
H 12.362027 -26.390345 17.830541 -0.24 -0.07 0.26
H 10.656202 -26.004440 14.788453 0.05 0.23 0.31
H 11.694847 -24.690412 15.483462 -0.21 -1.28 0.15
H 10.636869 -25.657923 16.562627 0.11 -0.23 -0.17
H 15.344024 -28.233550 18.585513 -0.27 0.26 0.09
H 15.358032 -26.666784 18.179251 -0.38 -0.19 -0.22
C 16.940458 -28.881929 6.586146 0.82 -0.57 0.18
C 16.343013 -29.239942 7.940109 -0.02 0.08 0.38
C 14.813379 -29.141174 7.879767 0.53 1.17 0.56
O 14.390918 -29.283216 9.226306 -0.41 -0.03 0.18
C 13.048839 -28.882444 9.463551 0.19 -0.71 -0.35
N 16.705099 -30.604386 8.373758 -0.07 0.20 0.08
H 18.036239 -28.666546 6.698670 -1.01 0.21 -0.23
H 16.345610 -28.041401 6.238509 0.53 0.30 -0.40
H 16.879373 -29.692761 5.841535 -0.25 0.15 0.39
H 16.662511 -28.450459 8.681192 -0.27 -0.65 -0.58
H 14.395000 -29.899636 7.218134 -0.21 -0.24 -0.02
H 14.524339 -28.116727 7.493402 0.24 -0.86 0.33
H 12.389019 -29.400921 8.767418 -0.28 -0.26 -0.04
H 12.931131 -27.833864 9.268078 -0.02 0.88 0.05
H 12.754711 -29.107790 10.493953 0.29 -0.03 -0.17
H 17.706399 -30.704826 8.535234 -0.24 0.18 -0.12
H 16.244923 -30.804865 9.261623 0.08 0.12 -0.20
C 6.946790 -34.491132 14.783795 2.92 -0.95 -0.33
C 6.711276 -35.207603 13.397471 0.34 0.53 0.72
C 5.833735 -36.426902 13.615122 -0.64 0.12 0.70
O 5.376080 -37.017545 12.433883 0.24 -0.56 -0.78
C 6.284243 -37.999675 11.961957 0.38 -0.62 -1.46
N 6.101610 -34.273135 12.445715 0.13 0.31 0.40
H 7.759417 -33.707826 14.629251 -0.90 -0.93 0.36
H 7.268106 -35.171819 15.662930 -0.19 0.71 -1.73
H 6.110760 -34.004561 15.188670 -1.62 0.78 0.03
H 7.686832 -35.498600 12.925879 -0.60 -0.01 0.73
H 4.910267 -36.132380 14.168869 0.65 -0.08 -0.15
H 6.378729 -37.178877 14.185169 0.06 -0.05 0.41
H 7.305258 -37.602400 11.788169 -0.40 0.09 0.32
H 5.963084 -38.395629 10.958209 -0.05 0.54 1.04
H 6.367446 -38.879450 12.621134 -0.18 0.35 0.07
H 5.432940 -33.642255 12.889154 0.03 -0.27 -0.04
H 5.638409 -34.810403 11.725681 -0.18 0.01 -0.14
C 4.615112 -26.907462 12.367804 -0.46 -0.57 -0.94
O 5.143871 -26.760391 11.056102 -0.68 -0.17 1.01
C 6.539893 -26.800888 10.948301 -0.15 0.79 -1.81
C 7.192580 -25.497921 11.328864 1.41 -0.58 -0.83
N 7.039626 -24.518607 10.238608 -0.84 -0.03 1.19
C 7.143720 -23.145581 10.733665 -1.58 0.60 0.48
C 7.449405 -22.250720 9.519294 0.97 -0.49 2.49
O 7.565051 -20.904472 9.916499 -0.07 0.28 -0.58
C 8.842590 -20.513078 10.369885 -0.32 -0.36 0.41
H 3.595801 -27.266972 12.209826 -0.07 0.27 0.25
H 4.626748 -25.999872 12.940064 -0.01 0.65 0.26
H 5.127324 -27.677081 12.922193 0.47 -0.41 0.26
H 6.599750 -26.951569 9.865668 0.71 0.12 -0.08
H 7.055081 -27.638781 11.363206 -0.15 -0.88 0.93
H 8.277495 -25.681672 11.440092 -0.31 0.17 0.11
H 6.825943 -25.205277 12.297073 -0.35 0.57 0.53
H 6.065451 -24.633095 9.969968 0.02 0.05 -0.41
H 7.927981 -23.062417 11.472682 0.60 -0.15 0.07
H 6.200167 -22.805995 11.353241 1.41 -0.43 -1.37
H 6.680251 -22.359884 8.832359 -1.69 0.20 -1.36
H 8.320171 -22.714258 9.055438 0.50 0.50 -0.09
H 8.718127 -19.536894 10.847652 0.10 -0.17 -0.08
H 9.547582 -20.426703 9.541443 0.15 -0.06 -0.05
H 9.214278 -21.238857 11.116578 0.03 0.37 -0.27
C 9.092768 -28.248535 9.413940 -0.61 0.84 0.81
O 9.013800 -28.892146 10.685195 -0.58 0.59 -0.71
C 9.747395 -28.207357 11.665042 0.53 -1.20 0.57
C 9.926334 -29.207885 12.788958 1.71 1.43 0.38
N 10.603440 -30.404891 12.330397 0.17 0.39 2.03
C 10.555181 -31.417824 13.383940 0.74 0.11 0.18
C 10.985741 -32.751576 12.861512 0.79 -0.35 0.18
O 11.254945 -33.583085 13.979715 -0.53 1.63 0.42
C 11.570932 -34.844083 13.580747 0.03 -1.93 -1.78
H 10.122366 -28.280388 9.095048 0.43 -0.26 -0.65
H 8.825756 -27.149057 9.423805 0.04 -1.00 0.28
H 8.375368 -28.781114 8.797476 0.24 0.02 -0.47
H 9.265467 -27.311518 12.021094 -0.24 0.41 0.05
H 10.723412 -27.954081 11.270349 0.42 0.29 -0.20
H 9.003736 -29.329148 13.303788 -1.41 -0.79 0.19
H 10.531690 -28.735421 13.603358 0.05 -0.17 -0.60
H 10.148192 -30.742043 11.532212 -1.00 -0.62 -1.45
H 9.576641 -31.559113 13.842033 -0.38 0.39 0.24
H 11.305887 -31.135034 14.182450 -0.86 -0.21 -0.62
H 11.882447 -32.560492 12.291280 0.87 -0.20 -0.17
H 10.356743 -33.291957 12.151715 -0.71 0.46 0.29
H 12.474914 -34.873279 12.939971 -0.22 -0.06 0.33
H 10.765208 -35.282333 12.965581 0.05 0.09 0.00
H 11.667016 -35.530749 14.397981 0.31 -0.04 0.65
C 16.330772 -25.493680 7.888601 2.29 0.34 -0.62
O 16.064498 -25.915009 9.165946 0.85 -0.70 0.95
C 15.191823 -25.048124 9.811399 -1.51 0.23 0.14
C 15.167160 -25.319950 11.315762 0.29 0.39 -0.91
N 14.521942 -26.601225 11.522281 -0.21 1.55 1.40
C 14.504149 -26.871625 12.961509 -0.80 -0.19 -0.24
C 13.717624 -28.145036 13.172047 1.45 -0.73 0.99
O 14.451564 -29.162867 12.534431 0.46 -0.81 -0.83
C 14.080552 -30.473587 12.906204 -0.88 0.66 1.63
H 16.884267 -26.226929 7.325708 0.06 -0.73 0.13
H 17.003462 -24.612239 7.806615 -0.55 0.05 0.49
H 15.447708 -25.313561 7.375544 -1.89 0.60 -1.23
H 14.163579 -25.231827 9.380992 0.51 0.15 0.55
H 15.406718 -24.014320 9.546030 0.37 0.33 0.28
H 14.583565 -24.551682 11.814438 -0.38 0.20 -0.05
H 16.178072 -25.184100 11.779961 -0.32 -0.51 -0.48
H 15.010062 -27.293396 11.015304 0.61 -1.19 -0.49
H 13.930243 -26.065981 13.438025 0.23 0.02 0.04
H 15.512987 -26.880228 13.389553 -0.03 -0.26 0.14
H 12.734932 -27.992584 12.773310 -0.86 -0.18 -0.37
H 13.659834 -28.517946 14.206429 -0.35 0.95 0.14
H 13.833758 -30.477187 14.031722 0.17 -0.17 -1.40
H 14.859279 -31.196114 12.760679 0.78 0.21 -0.33
H 13.221488 -30.823252 12.344001 -0.41 0.06 0.04
C 9.525668 -29.798339 17.012168 -1.29 0.29 0.43
O 8.239555 -30.074072 17.556534 -0.37 1.35 0.59
C 7.713265 -31.312431 17.240464 2.08 -1.10 -2.01
C 6.274556 -31.516138 17.512721 -0.56 2.16 1.42
N 5.410316 -30.570240 16.756897 0.90 -1.26 0.79
C 5.247093 -30.955185 15.376244 0.96 1.08 -0.13
C 3.987933 -31.681670 15.316076 -2.06 -0.67 0.18
O 3.882072 -32.269092 14.061849 0.91 0.81 -1.14
C 2.961201 -33.265444 13.934643 -1.53 -0.64 -1.09
H 9.483018 -29.974041 15.941917 0.32 0.21 -0.34
H 10.329489 -30.351842 17.464019 0.25 -0.66 0.28
H 9.642963 -28.764063 17.303539 0.54 0.42 -0.49
H 8.398717 -32.004189 17.688261 -0.10 -1.23 0.89
H 7.935827 -31.518498 16.174856 -0.40 0.21 -0.22
H 6.127195 -31.218929 18.580363 -0.13 -0.77 -0.51
H 6.053588 -32.559971 17.339124 -0.45 -0.18 0.02
H 5.769304 -29.648542 16.937579 0.03 0.40 -0.50
H 6.007093 -31.597096 14.923603 0.51 -0.15 0.40
H 5.239287 -30.101231 14.714788 -0.19 0.55 -0.11
H 3.109477 -30.979900 15.453260 0.76 -0.88 0.40
H 4.034258 -32.502950 16.066919 -0.45 0.58 0.04
H 1.958293 -33.036584 14.353292 0.39 0.17 -0.28
H 3.289544 -34.170932 14.391028 0.36 -0.96 0.72
H 2.884582 -33.497846 12.854923 -0.26 0.19 0.48
C 6.304659 -41.698562 9.848415 -0.64 -1.53 -1.19
O 7.118487 -40.904742 10.589034 0.87 1.77 1.30
C 8.387327 -41.517493 10.876198 -2.64 -0.51 -0.40
C 9.259672 -40.527261 11.507040 0.55 0.75 1.74
N 9.501425 -39.349844 10.711698 -0.03 0.33 -0.87
C 10.623248 -38.514370 11.129234 -0.24 0.50 -0.08
C 10.489522 -37.172961 10.410744 -1.10 -1.25 0.36
O 9.560124 -36.409836 11.145579 -0.70 1.04 -0.37
C 9.328435 -35.142267 10.517811 1.42 -0.53 -0.97
H 6.340513 -42.735545 10.260778 -0.40 0.33 -0.31
H 6.675494 -41.755342 8.798072 -0.36 -0.07 0.34
H 5.259137 -41.329806 9.846930 0.66 -0.10 0.11
H 8.774506 -41.797679 9.941214 0.88 -0.75 -1.41
H 8.081343 -42.419867 11.451219 1.03 0.37 0.13
H 10.239684 -41.002591 11.709693 -0.49 0.22 0.17
H 8.747158 -40.245455 12.452252 0.58 -0.17 0.14
H 8.676565 -38.741635 10.639856 0.36 -0.67 0.13
H 11.595850 -38.873429 10.801451 0.03 -0.77 0.10
H 10.637962 -38.390804 12.231459 0.21 0.24 -0.35
H 10.109987 -37.409961 9.389942 0.12 0.34 0.38
H 11.423490 -36.674363 10.311559 0.97 0.64 0.09
H 9.407033 -35.257025 9.429651 -0.67 -0.20 -0.10
H 10.157918 -34.455074 10.675380 0.19 0.07 0.52
H 8.416028 -34.659040 10.796012 -0.59 -0.16 0.42
C 12.813261 -32.088923 9.665552 1.74 -0.21 0.27
O 12.903258 -33.514147 9.579780 0.13 0.46 0.05
C 14.054630 -33.868003 8.848381 1.40 0.01 0.28
C 14.278656 -35.360305 8.808917 -1.06 -1.23 -0.04
N 14.553226 -35.949778 10.112072 -0.19 1.50 1.28
C 14.406938 -37.391519 10.201161 0.49 0.49 1.18
C 14.780816 -37.913265 11.618210 -0.22 -0.60 -1.42
O 13.968613 -37.293910 12.546634 -0.76 0.12 1.32
C 14.177913 -37.759646 13.894693 -0.42 2.02 -0.16
H 12.762685 -31.636511 8.692823 -0.36 0.08 -0.72
H 13.736971 -31.635945 10.109371 -0.52 -0.54 -0.02
H 11.983417 -31.804226 10.268584 -0.75 0.02 0.38
H 14.985136 -33.416429 9.288974 -0.70 -0.10 0.03
H 14.041163 -33.479034 7.829756 -0.36 0.05 -0.22
H 15.098487 -35.599923 8.133473 0.12 0.16 -0.14
H 13.376118 -35.880498 8.412807 0.18 0.46 -0.28
H 13.936995 -35.447112 10.784429 0.46 -0.88 -0.45
H 15.095765 -37.811761 9.479280 0.00 -0.41 -0.23
H 13.387032 -37.673677 9.998251 -0.55 -0.50 -0.37
H 15.828661 -37.714157 11.807360 0.50 0.13 0.14
H 14.613265 -39.006169 11.687094 0.19 0.18 -0.35
H 15.240732 -37.690954 14.110677 0.26 -0.14 0.22
H 13.806522 -38.753570 14.129734 -0.17 -0.28 -0.44
H 13.642782 -37.003867 14.522511 0.46 -0.79 -0.37
C 16.260652 -34.709280 18.294404 1.63 -0.03 -0.64
O 15.127939 -35.241009 18.831553 -2.27 -0.96 0.05
C 15.149389 -36.680136 18.947707 -0.37 0.72 0.02
C 14.855772 -37.367375 17.601796 -0.41 1.63 0.46
N 13.390459 -37.389016 17.345653 0.83 -0.07 -0.33
C 12.694445 -36.135848 16.983452 0.20 -0.54 0.58
C 11.222815 -36.364276 16.896350 -0.50 -0.61 -1.30
O 10.960022 -37.345217 15.840268 -0.21 1.27 1.20
C 9.584061 -37.586745 15.763887 -1.26 -0.95 -1.53
H 17.085507 -34.939542 18.999263 0.18 0.55 -0.48
H 16.095326 -33.656201 18.123628 0.12 0.50 0.49
H 16.540936 -35.054535 17.276521 -0.19 -0.37 0.42
H 14.337481 -36.950394 19.640960 0.38 0.16 -0.10
H 16.123753 -36.851804 19.407447 0.12 -0.88 -0.16
H 15.113996 -38.416431 17.613639 0.57 -0.16 0.06
H 15.457101 -36.784758 16.859293 -0.46 -0.70 0.01
H 13.321725 -38.115185 16.632324 -0.83 0.58 0.00
H 13.073015 -35.590938 16.135597 0.30 -0.25 -0.82
H 12.798177 -35.410953 17.769533 0.37 0.16 0.81
H 10.644573 -35.430802 16.726313 0.44 -0.27 -0.38
H 10.830635 -36.756623 17.813569 -0.07 -0.48 0.76
H 9.155014 -38.232109 16.569268 0.56 0.60 -0.07
H 9.443797 -38.202268 14.823515 -0.02 0.79 0.85
H 8.945646 -36.653039 15.671784 0.85 -0.82 0.11
```
Positions in Å, forces in eV/Å.